# 1
{
  "formula": "C14H24N4O5S2",
  "method": "ωB97M-V/def2-TZVPD",
  "gap_ev": 9.91,
  "smiles": "Cc1nn(CC(=O)N[C@@]2(C)CCS(=O)(=O)C2)c(C)c1S(=O)(=O)N(C)C",
  "e_lumo_ev": 0.48,
  "de_lowest_ev": 0.208,
  "elements": ["C", "C", "N", "N", "C", "C", "O", "N", "C", "C", "C", "C", "S", "O", "O", "C", "C", "C", "C", "S", "O", "O", "N", "C", "C", "H", "H", "H", "H", "H", "H", "H", "H", "H", "H", "H", "H", "H", "H", "H", "H", "H", "H", "H", "H", "H", "H", "H", "H"],
  "positions_angstrom": [[-1.4914, -0.4663, -2.8254], [-1.2822, 0.4751, -1.7012], [-0.1959, 1.2170, -1.5823], [-0.3159, 1.9122, -0.4355], [0.7566, 2.7713, -0.0264], [2.0456, 2.0042, 0.3338], [2.7778, 2.3861, 1.2225], [2.2447, 0.9374, -0.4519], [3.3603, 0.0068, -0.3600], [4.6259, 0.6617, -0.9169], [3.5653, -0.4419, 1.1032], [2.3115, -1.1628, 1.5510], [1.7126, -1.9667, 0.0230], [1.8617, -3.3928, 0.0945], [0.4036, -1.4661, -0.3101], [2.9514, -1.2449, -1.1147], [-1.4731, 1.6336, 0.1958], [-1.8992, 2.2334, 1.4802], [-2.1300, 0.7094, -0.6006], [-3.7296, 0.0580, -0.2550], [-4.5355, 1.1143, 0.2949], [-4.2410, -0.6244, -1.4126], [-3.4139, -1.0236, 1.0047], [-4.6305, -1.3843, 1.7023], [-2.6597, -2.1630, 0.5273], [-0.9940, -1.4069, -2.5893], [-1.0651, -0.0647, -3.7413], [-2.5542, -0.6542, -2.9469], [1.0065, 3.4497, -0.8501], [0.4559, 3.3617, 0.8390], [1.5135, 0.7476, -1.1422], [5.4676, -0.0227, -0.8643], [4.4721, 0.9537, -1.9525], [4.8552, 1.5492, -0.3331], [4.4249, -1.1118, 1.1427], [3.7692, 0.4310, 1.7236], [2.4895, -1.9295, 2.2962], [1.5301, -0.4845, 1.8791], [3.7639, -1.9558, -1.2228], [2.4804, -1.0452, -2.0713], [-1.7822, 3.3162, 1.4655], [-2.9476, 1.9930, 1.6330], [-1.3146, 1.8317, 2.3077], [-5.2572, -2.0621, 1.1111], [-4.3721, -1.8618, 2.6476], [-5.1817, -0.4665, 1.8927], [-1.7131, -1.8134, 0.1207], [-3.2075, -2.7080, -0.2494], [-2.4587, -2.8308, 1.3636]],
  "nbo_charge": [-0.667, 0.253, -0.334, -0.164, -0.307, 0.681, -0.631, -0.675, 0.132, -0.611, -0.437, -0.647, 2.161, -0.937, -0.972, -0.657, 0.262, -0.672, -0.502, 2.330, -0.952, -0.945, -0.652, -0.432, -0.449, 0.239, 0.228, 0.258, 0.238, 0.243, 0.450, 0.211, 0.216, 0.237, 0.217, 0.270, 0.257, 0.247, 0.255, 0.254, 0.227, 0.273, 0.231, 0.186, 0.206, 0.235, 0.244, 0.194, 0.208]
}



# 2
{
  "formula": "C33H47N3S3Ti",
  "method": "ωB97M-V/def2-TZVPD",
  "s_squared": 0.757,
  "gap_ev": [7.94, 8.03],
  "total_charge": 1,
  "e_lumo_ev": [-2.64, -2.60],
  "de_lowest_ev": 1.147,
  "spin_multiplicity": 2,
  "elements": ["Ti", "C", "C", "S", "C", "C", "S", "C", "C", "S", "H", "H", "H", "H", "H", "H", "H", "H", "H", "H", "H", "H", "C", "C", "C", "C", "C", "C", "C", "C", "C", "C", "N", "C", "C", "C", "C", "C", "N", "H", "H", "H", "H", "H", "H", "H", "H", "H", "H", "H", "H", "H", "H", "H", "H", "H", "C", "C", "C", "C", "C", "C", "C", "C", "N", "C", "C", "C", "C", "H", "H", "H", "H", "H", "H", "H", "H", "H", "H", "H", "H", "H", "H", "H", "H", "H", "H"],
  "positions_angstrom": [[0.2489, 0.0324, -0.2747], [-1.6712, 3.4307, -0.4178], [-1.9281, 3.6292, 1.0680], [-1.0159, 2.3970, 2.0674], [-2.3472, 1.5225, 2.9753], [-2.1067, 0.0248, 2.9561], [-1.7094, -0.6736, 1.3127], [-3.2109, -0.2860, 0.3415], [-3.2975, 1.0873, -0.3087], [-1.6994, 1.6902, -1.0028], [-0.6571, 3.7534, -0.6729], [-2.3918, 3.9910, -1.0199], [-2.9843, 3.5599, 1.3244], [-1.5700, 4.6175, 1.3619], [-3.3053, 1.7822, 2.5284], [-2.3280, 1.8785, 4.0061], [-2.9779, -0.5169, 3.3288], [-1.2332, -0.2282, 3.5606], [-4.0598, -0.4435, 1.0095], [-3.2132, -1.0509, -0.4341], [-3.6581, 1.8391, 0.3858], [-3.9905, 1.0345, -1.1514], [3.8626, -2.3075, 2.9455], [2.4109, -1.9314, 2.6223], [1.9333, -0.8040, 3.5036], [1.8546, -1.0380, 4.8663], [1.5877, -0.0026, 5.7409], [1.5238, 1.2794, 5.2442], [1.6021, 1.5685, 3.8796], [1.6559, 3.0590, 3.5930], [2.2458, 3.5647, 2.2798], [1.6734, 0.4843, 2.9877], [1.6028, 0.5973, 1.5583], [2.7579, 0.8108, 0.9954], [2.9481, 0.7629, -0.3921], [4.1524, 0.8420, -1.1101], [3.8436, 0.5187, -2.4198], [2.4755, 0.2608, -2.4607], [1.9108, 0.4222, -1.2481], [4.1845, -3.1226, 2.3015], [3.9754, -2.6195, 3.9795], [4.5179, -1.4570, 2.7749], [1.7775, -2.8137, 2.7558], [2.3863, -1.6313, 1.5738], [2.0381, -2.0307, 5.2459], [1.5084, -0.1840, 6.8015], [1.4426, 2.1008, 5.9412], [2.2568, 3.4941, 4.3978], [0.6534, 3.4808, 3.7083], [2.2004, 4.6535, 2.2783], [1.7002, 3.2025, 1.4091], [3.2922, 3.2804, 2.1874], [3.6454, 0.9791, 1.6099], [5.1100, 1.0953, -0.6986], [4.5217, 0.4606, -3.2480], [1.9068, -0.0446, -3.3223], [-0.6379, 1.4466, -5.5857], [-1.2681, 0.4212, -4.6896], [-2.3194, -0.3560, -5.1557], [-2.9069, -1.3104, -4.3393], [-4.0612, -2.1302, -4.8279], [-2.3819, -1.5339, -3.0726], [-1.2563, -0.8405, -2.6050], [-0.7668, 0.1961, -3.4159], [-0.5719, -1.1932, -1.4296], [-0.1931, -2.6124, -1.3257], [0.2981, -3.1542, -2.6786], [-1.2943, -3.5313, -0.7541], [0.9664, -2.6521, -0.3190], [-1.0881, 1.4235, -6.5770], [0.4296, 1.2519, -5.6918], [-0.7553, 2.4502, -5.1771], [-2.6808, -0.2139, -6.1647], [-4.2584, -1.9437, -5.8798], [-4.9653, -1.9005, -4.2670], [-3.8517, -3.1900, -4.6991], [-2.8574, -2.2821, -2.4592], [0.0482, 0.8136, -3.0453], [-0.5124, -3.1975, -3.3995], [0.7057, -4.1526, -2.5583], [1.0754, -2.5010, -3.0719], [-2.0799, -3.7349, -1.4710], [-1.7249, -3.0900, 0.1438], [-0.8508, -4.4862, -0.4868], [1.8244, -2.0863, -0.7055], [1.2810, -3.6793, -0.1455], [0.5975, -2.2318, 0.6307]],
  "mulliken_spin": [0.934, 0.003, -0.004, 0.002, 0.001, 0.001, -0.010, 0.005, 0.001, -0.002, -0.001, 0.000, 0.000, 0.000, 0.000, 0.000, 0.000, 0.000, 0.003, 0.000, -0.001, -0.001, 0.000, 0.012, -0.007, -0.001, 0.000, 0.000, 0.005, -0.001, 0.004, 0.008, -0.018, 0.014, 0.025, 0.018, 0.012, 0.016, 0.034, 0.000, 0.000, 0.000, 0.000, 0.000, 0.000, 0.000, 0.000, 0.000, 0.000, 0.000, 0.002, 0.000, -0.001, 0.001, 0.001, -0.003, 0.001, 0.005, -0.005, 0.001, 0.000, -0.011, 0.001, 0.006, -0.077, -0.005, -0.003, -0.002, 0.050, 0.000, 0.000, 0.000, 0.000, 0.000, 0.000, 0.000, -0.001, 0.004, 0.000, 0.000, 0.001, 0.000, 0.001, 0.000, -0.006, 0.002, -0.016]
}



# 3
{
  "formula": "C6H5Cl3N2",
  "method": "ωB97M-V/def2-TZVPD",
  "gap_ev": [7.25, 7.22],
  "e_lumo_ev": [-0.21, -0.23],
  "de_lowest_ev": 4.496,
  "elements": ["C", "C", "C", "C", "C", "C", "N", "N", "Cl", "Cl", "Cl", "H", "H", "H", "H", "H"],
  "positions_angstrom": [[-0.5687, -1.2187, 2.9328], [-2.0513, -0.6420, -0.6068], [-1.4839, 0.5362, -0.6549], [-1.0749, -1.6161, -0.0299], [0.1411, -0.7016, 0.2395], [0.6490, 1.5988, -0.3363], [-0.7771, -2.3010, 3.1298], [-0.1398, 0.5575, -0.2450], [-3.5623, -1.1781, -1.1591], [-2.0725, 2.0048, -1.1035], [1.7395, -1.1897, 0.0581], [-1.5032, -1.9723, 1.0034], [-0.9023, -2.5112, -0.6156], [0.3726, 2.4667, -0.8155], [-0.3763, -0.2730, 2.4283], [1.6589, 1.4171, -0.2222]],
  "nbo_charge": [0.070, -0.026, 0.026, -0.478, -0.102, -0.289, -0.337, -0.253, 0.086, 0.099, 0.029, 0.265, 0.250, 0.206, 0.249, 0.204]
}



# 4
{
  "formula": "C3H2Br2Cl2",
  "method": "ωB97M-V/def2-TZVPD",
  "gap_ev": [8.35, 8.35],
  "smiles": "Cl/C(Br)=C/[C@H](Cl)Br",
  "e_lumo_ev": [-0.58, -0.58],
  "de_lowest_ev": 0.817,
  "elements": ["Cl", "C", "Br", "C", "C", "Cl", "Br", "H", "H"],
  "positions_angstrom": [[2.3843, 1.2527, 1.3369], [1.3866, 0.3655, 0.3072], [2.1310, -0.8950, -0.9160], [-0.1917, 0.4680, 0.3743], [-0.9960, -0.3555, -0.4843], [-2.5304, 0.4406, -0.7187], [-1.2946, -2.0523, 0.5249], [-0.4545, 1.3132, 0.9310], [-0.4347, -0.5372, -1.3553]],
  "nbo_charge": [0.109, -0.194, 0.114, -0.236, -0.304, 0.024, 0.005, 0.237, 0.245]
}